{"formula": "C19H21FN2O2S", "method": "ωB97M-V with the def2-TZVPD basis set", "species": ["S", "F", "O", "O", "N", "N", "C", "C", "C", "C", "C", "C", "C", "C", "C", "C", "C", "C", "C", "C", "C", "C", "C", "C", "C", "H", "H", "H", "H", "H", "H", "H", "H", "H", "H", "H", "H", "H", "H", "H", "H", "H", "H", "H", "H", "H"], "xyz": [[1.610, 2.026, -0.721], [1.595, -1.383, 0.159], [1.902, 3.275, -0.081], [1.094, 2.030, -2.056], [-1.708, 0.387, 0.217], [0.495, 1.283, 0.309], [3.473, 0.333, -1.789], [-4.405, -0.076, 1.199], [-1.948, 0.614, 2.641], [-0.287, -1.333, -3.482], [-3.767, 1.301, 1.051], [-0.514, 0.452, -0.173], [-2.604, -0.756, 2.789], [0.778, -2.191, -3.263], [-2.251, 1.218, 1.261], [3.050, 0.980, -0.645], [-0.071, -0.459, -1.249], [4.588, -0.486, -1.723], [-0.715, -0.480, -2.480], [4.825, 0.019, 0.619], [1.415, -2.207, -2.034], [3.713, 0.841, 0.557], [-4.111, -0.654, 2.579], [5.257, -0.644, -0.519], [0.983, -1.340, -1.049], [-0.867, 0.520, 2.771], [-1.544, 0.190, -2.639], [2.920, 0.480, -2.703], [4.931, -1.002, -2.607], [-0.787, -1.329, -4.438], [5.352, -0.107, 1.552], [-3.967, 1.699, 0.056], [-4.566, -1.641, 2.675], [-2.386, -1.160, 3.779], [3.352, 1.375, 1.422], [-4.187, 1.991, 1.788], [-5.483, -0.002, 1.043], [-4.544, -0.008, 3.348], [1.111, -2.856, -4.045], [2.235, -2.876, -1.828], [-2.181, -1.430, 2.042], [6.123, -1.287, -0.468], [-1.831, 2.240, 1.221], [-3.986, -0.733, 0.436], [-2.329, 1.292, 3.409], [0.237, 1.894, 1.069]], "total_charge": 0, "gap_ev": 9.70, "smiles": "O=S(=O)(N/C(=N\\C1CCCCC1)c1ccccc1F)c1ccccc1", "e_above_lowest_kj_mol": 89.7}